a) The following is a quantum chemistry calculation of a structure of composition C6H8N, from OMol25.

The geometry in XYZ format:
```
15
Properties=species:S:1:pos:R:3
C -0.20 -0.91 -1.67
C -0.80 -0.68 -0.56
C 1.19 -0.08 0.62
C 1.29 -0.63 -1.63
C -0.74 -0.21 0.71
C -1.30 1.15 1.02
N 1.78 -0.27 -0.55
H -0.61 -1.28 -2.60
H 1.30 0.95 0.98
H 1.49 -0.81 1.37
H 1.86 -0.76 -2.54
H -0.89 -0.93 1.52
H -1.11 1.86 0.22
H -0.88 1.53 1.95
H -2.38 1.07 1.16
```

Calculated values
E_HOMO (alpha / beta)   -15.24 / -15.24 eV
Total charge   +1
Kohn-Sham gap (alpha / beta)   0.349 / 0.349 hartree
Lowest unoccupied orbital energy (alpha / beta)   -5.75 / -5.75 eV



b) The following is a quantum chemistry calculation of a structure of composition C6H8N, from OMol25.

The geometry in XYZ format:
```
15
Properties=species:S:1:pos:R:3
C -2.27 -0.65 0.64
C -1.36 -1.17 -0.19
C -1.91 0.73 0.20
C 0.02 -1.22 -0.48
C -0.73 0.24 -0.67
C 2.14 -0.17 0.40
N 0.75 -0.52 0.41
H -3.08 -0.96 1.35
H -2.78 1.25 -0.33
H -1.73 1.39 0.92
H 0.50 -1.63 -1.32
H -0.26 0.62 -1.61
H 2.20 0.55 1.10
H 2.80 -1.03 0.72
H 2.40 0.18 -0.66
```

Calculated values
E_HOMO (alpha / beta)   -14.33 / -14.33 eV
Total charge   +1
Kohn-Sham gap (alpha / beta)   0.332 / 0.332 hartree
Lowest unoccupied orbital energy (alpha / beta)   -5.29 / -5.29 eV



c) The following is a quantum chemistry calculation of the ion C6H8N with charge +1, from OMol25.

The geometry in XYZ format:
```
15
Properties=species:S:1:pos:R:3
C 0.57 -0.15 0.32
C 0.53 0.45 -0.77
C 0.82 -1.58 0.68
C 0.60 -0.71 1.63
C 0.38 -0.15 2.95
C -1.13 0.63 -2.43
N 0.24 0.77 -1.94
H 0.89 -2.50 0.26
H 0.34 0.97 2.80
H 1.06 -0.58 3.65
H -0.72 -0.33 3.19
H -1.27 -0.43 -2.91
H -1.92 0.82 -1.68
H -1.20 1.33 -3.29
H 0.79 1.47 -2.46
```

Calculated values
E_HOMO   -13.70 eV
SMILES string   C[NH+]=C=C1C=C1C
Total charge   +1
Kohn-Sham gap   0.361 hartree
Lowest unoccupied orbital energy   -3.89 eV



d) The following is a quantum chemistry calculation of the ion C6H8N with charge +1, from OMol25.

The geometry in XYZ format:
```
15
Properties=species:S:1:pos:R:3
C 1.36 1.38 -1.15
C 0.20 1.32 -0.78
C 0.13 -0.51 1.08
C 0.53 -1.30 -0.13
C -1.16 0.20 0.74
C 0.03 -0.39 -1.31
N -0.88 0.57 -0.64
H 2.27 1.75 -1.23
H 0.09 -1.07 1.94
H 0.95 0.27 1.15
H 1.55 -1.38 -0.40
H -0.02 -2.19 -0.36
H -2.00 -0.47 0.87
H -1.32 1.04 1.38
H -1.72 0.77 -1.17
```

Calculated values
E_HOMO   -13.93 eV
Total charge   +1
Kohn-Sham gap   0.346 hartree
Lowest unoccupied orbital energy   -4.53 eV



Stability, lowest: b)



a) The following is a quantum chemistry calculation of a structure of composition C37H32N6O2S2Ta, from OMol25.

The geometry in XYZ format:
```
80
Properties=species:S:1:pos:R:3
Ta -0.50 0.68 -1.22
C -2.82 -3.04 0.32
C -3.37 -2.68 1.54
C -3.21 -1.39 1.97
C -2.53 -0.45 1.18
N -2.02 -0.81 -0.02
C -2.15 -2.09 -0.41
N -2.41 0.79 1.75
C -1.99 1.87 1.23
N -1.56 2.13 -0.07
C -1.23 3.49 -0.14
N -0.95 4.20 -1.16
C -0.89 3.78 -2.46
C -1.11 4.79 -3.41
C -1.00 4.50 -4.75
C -0.63 3.21 -5.12
C -0.44 2.27 -4.14
N -0.59 2.52 -2.83
C -1.37 4.09 1.19
C -1.15 5.38 1.63
C -1.47 5.66 2.96
C -2.02 4.68 3.79
C -2.24 3.39 3.33
C -1.89 3.11 2.03
H -2.89 -4.05 -0.07
H -3.91 -3.40 2.15
H -3.59 -1.04 2.92
H -1.69 -2.36 -1.35
H -1.36 5.77 -3.04
H -1.17 5.27 -5.50
H -0.50 2.94 -6.16
H -0.15 1.27 -4.41
H -0.74 6.13 0.97
H -1.30 6.66 3.34
H -2.28 4.95 4.80
H -2.67 2.63 3.97
C 2.04 -1.12 -4.91
C 0.94 -0.82 -3.92
S 1.47 -0.16 -2.39
C -0.36 -1.02 -4.19
C -0.90 -1.63 -5.45
S -1.61 -0.58 -3.02
H 2.99 -0.73 -4.54
H 1.83 -0.65 -5.87
H 2.16 -2.19 -5.08
H -0.15 -1.62 -6.25
H -1.78 -1.08 -5.79
H -1.20 -2.66 -5.28
C -0.15 -5.89 1.80
C 0.63 -4.69 1.34
C 1.26 -4.72 0.10
C 2.03 -3.65 -0.33
C 2.21 -2.55 0.49
C 1.58 -2.50 1.73
N 1.82 -1.47 2.66
C 2.51 -0.28 2.58
C 3.40 -0.03 3.64
C 4.19 1.10 3.69
C 4.14 2.04 2.66
C 3.26 1.85 1.64
C 2.40 0.73 1.59
C 1.35 0.79 0.59
O 0.40 -0.07 0.54
O 1.27 1.74 -0.25
C 0.76 -3.56 2.15
C 0.06 -3.48 3.49
H -0.17 -6.66 1.04
H -1.18 -5.63 2.05
H 0.30 -6.32 2.70
H 1.18 -5.61 -0.52
H 2.52 -3.68 -1.29
H 2.86 -1.75 0.18
H 1.84 -1.84 3.60
H 3.47 -0.77 4.43
H 4.86 1.23 4.53
H 4.78 2.91 2.69
H 3.16 2.58 0.85
H -0.27 -2.46 3.68
H 0.72 -3.79 4.31
H -0.81 -4.12 3.52
```

Calculated values
E_HOMO   -10.05 eV
Total charge   +1
Kohn-Sham gap   0.225 hartree
Lowest unoccupied orbital energy   -3.91 eV



b) The following is a quantum chemistry calculation of a structure of composition C37H32N6O2S2Ta, from OMol25.

The geometry in XYZ format:
```
80
Properties=species:S:1:pos:R:3
Ta -0.41 -0.59 0.93
C -2.73 2.15 -1.84
C -3.94 2.36 -1.18
C -4.25 1.55 -0.11
C -3.36 0.56 0.31
N -2.13 0.44 -0.26
C -1.87 1.21 -1.35
N -3.86 -0.31 1.26
C -3.30 -1.43 1.50
N -2.05 -1.86 1.05
C -1.90 -3.20 1.37
N -0.96 -3.99 0.98
C -0.03 -3.60 0.03
C 0.66 -4.65 -0.58
C 1.57 -4.38 -1.58
C 1.77 -3.06 -1.97
C 1.09 -2.07 -1.33
N 0.21 -2.31 -0.32
C -3.04 -3.61 2.20
C -3.34 -4.82 2.79
C -4.54 -4.90 3.49
C -5.41 -3.81 3.57
C -5.10 -2.60 2.95
C -3.90 -2.52 2.28
H -2.45 2.72 -2.71
H -4.63 3.12 -1.52
H -5.20 1.61 0.40
H -0.91 1.05 -1.83
H 0.45 -5.65 -0.25
H 2.11 -5.19 -2.05
H 2.48 -2.81 -2.75
H 1.25 -1.03 -1.58
H -2.67 -5.66 2.71
H -4.81 -5.82 3.98
H -6.33 -3.91 4.12
H -5.77 -1.75 3.00
C 0.64 0.45 5.36
C 0.70 -0.15 3.98
S -0.79 -0.70 3.28
C 1.85 -0.36 3.30
C 3.20 0.01 3.82
S 1.80 -1.15 1.74
H -0.38 0.45 5.74
H 0.99 1.48 5.35
H 1.26 -0.11 6.06
H 3.21 0.07 4.91
H 3.52 0.97 3.43
H 3.95 -0.73 3.52
C 1.53 -0.41 -5.60
C 1.29 0.73 -4.65
C 0.25 1.62 -4.90
C 0.03 2.71 -4.07
C 0.84 2.91 -2.96
C 1.87 2.02 -2.70
N 2.76 2.23 -1.61
C 2.47 3.11 -0.57
C 3.30 4.22 -0.36
C 3.06 5.12 0.66
C 1.97 4.94 1.51
C 1.17 3.84 1.36
C 1.41 2.91 0.34
C 0.65 1.67 0.39
O 0.74 0.71 -0.44
O -0.14 1.42 1.39
C 2.11 0.93 -3.53
C 3.27 0.02 -3.23
H 0.82 -0.37 -6.43
H 1.42 -1.38 -5.12
H 2.54 -0.38 -6.02
H -0.37 1.48 -5.77
H -0.75 3.42 -4.30
H 0.69 3.77 -2.32
H 3.73 2.27 -1.89
H 4.12 4.39 -1.05
H 3.71 5.97 0.78
H 1.77 5.66 2.30
H 0.34 3.66 2.03
H 3.33 -0.19 -2.16
H 4.23 0.46 -3.52
H 3.20 -0.93 -3.77
```

Calculated values
E_HOMO   -10.44 eV
Total charge   +1
Kohn-Sham gap   0.252 hartree
Lowest unoccupied orbital energy   -3.57 eV



Stability, lowest: a)



a) The following is a quantum chemistry calculation of an isolated molecule of C6H6N2O2S, from OMol25.

The geometry in XYZ format:
```
17
Properties=species:S:1:pos:R:3
C 1.01 0.30 -0.21
C 1.17 -0.88 0.58
C -0.13 0.53 -0.88
C 0.19 -1.86 0.68
C -1.28 -0.47 -0.87
C -1.07 -1.71 -0.04
N -1.61 1.69 0.60
N -2.68 1.10 0.33
O -3.85 1.36 0.54
O -2.53 0.03 -0.56
S -2.08 -2.95 -0.20
H 1.89 0.93 -0.28
H 2.16 -0.87 1.17
H -0.43 1.44 -1.54
H 0.45 -2.77 1.30
H -1.56 -0.64 -1.97
H -1.94 2.52 1.08
```

Calculated values
E_HOMO (alpha / beta)   -8.56 / -8.56 eV
SMILES string   [H]/N=[N+](\[O-])O[C@H]1C=CC=CC1=S
Kohn-Sham gap (alpha / beta)   0.268 / 0.268 hartree
Lowest unoccupied orbital energy (alpha / beta)   -1.26 / -1.26 eV



b) The following is a quantum chemistry calculation of a cluster of 2 separate species, C6H6N2O2S in total, from OMol25.

The geometry in XYZ format:
```
17
Properties=species:S:1:pos:R:3
C 2.40 0.24 0.24
C 1.93 -0.42 -0.89
C 1.51 0.88 1.10
C 0.59 -0.45 -1.17
C 0.16 0.86 0.85
C -0.34 0.18 -0.30
N -1.63 0.06 -0.58
N -2.61 0.83 -0.09
O -2.42 2.03 -0.19
O -3.62 0.30 0.29
S -2.35 -2.60 0.47
H 3.46 0.25 0.46
H 2.63 -0.91 -1.55
H 1.88 1.40 1.97
H 0.20 -0.96 -2.04
H -0.53 1.36 1.51
H -1.23 -3.07 -0.08
```

Calculated values
E_HOMO (alpha / beta)   -8.53 / -8.50 eV
Kohn-Sham gap (alpha / beta)   0.180 / 0.178 hartree
Lowest unoccupied orbital energy (alpha / beta)   -3.64 / -3.66 eV



Stability, lowest: b)